# 1
Computed, not measured: a 8-piece molecular cluster, C6H28O8 overall, with ωB97M-V/def2-TZVPD.

LUMO level = -0.46 eV
relative energy (zero: lowest compared OMol25 entry of this formula, charge and spin) = 162.6 kJ/mol
energy = -847.2881 a.u.
structure (SMILES) = CC(C)O.CC(C)O.O.O.O.O.O.O
highest occupied orbital energy = -9.719 eV

Cartesian coordinates (Å):
O  24.4996  -1.8208  14.0128
H  24.4125  -2.6962  13.6356
H  24.5481  -1.9701  14.9571
O  25.4635  -2.4891  16.6974
H  26.2377  -1.9703  16.4791
H  25.6939  -3.3827  16.4432
O  24.2670  -4.3438  12.9483
H  24.7140  -4.5845  13.7597
H  24.7614  -4.7896  12.2605
O  23.0713  -5.1732  16.2723
H  23.7359  -4.5076  16.0947
H  23.4384  -5.6945  16.9862
O  25.8051  -4.9648  15.4135
H  25.9619  -5.8514  15.7385
H  26.6783  -4.6190  15.2286
O  20.9330  -6.8475  15.9362
H  21.5301  -6.0998  15.9614
H  20.5021  -6.7818  15.0840
C  24.3385  -5.1346  19.4063
C  23.9114  -5.3386  20.8646
C  24.0369  -4.1344  21.7613
O  22.5053  -5.6660  20.9717
H  25.3654  -4.7694  19.4232
H  23.8471  -4.4013  18.7668
H  24.4094  -6.1015  18.9082
H  24.5758  -6.1348  21.2002
H  23.5664  -3.2598  21.3122
H  25.0391  -3.7987  22.0277
H  23.3857  -4.3244  22.6144
H  22.3309  -6.3337  20.3043
C  21.9331  -8.6193  20.6062
C  21.2871  -8.1974  19.2777
C  19.7887  -7.8426  19.3360
O  21.9778  -7.1422  18.6943
H  22.9932  -8.8716  20.6321
H  21.5916  -9.6028  20.9291
H  21.6201  -7.9742  21.4271
H  21.4506  -9.0076  18.5671
H  19.2214  -8.3964  20.0841
H  19.2583  -8.0849  18.4152
H  19.7496  -6.7765  19.5595
H  21.6810  -7.0786  17.7835

---

# 2
Computed, not measured: C4H9FO as an isolated structure, with ωB97M-V/def2-TZVPD.

LUMO level = -0.72 eV
relative energy (zero: lowest compared OMol25 entry of this formula, charge and spin) = 524.8 kJ/mol
energy = -332.6997 a.u.
highest occupied orbital energy = -9.427 eV

Cartesian coordinates (Å):
C  -0.1179  1.4159  -0.4335
C  0.7928  -0.4026  0.9165
C  -1.5243  -1.0672  -0.4793
C  0.1909  -0.0951  -0.3618
O  -2.5380  -0.2313  -0.4999
F  -2.6449  0.4664  0.8861
H  -0.6330  1.7278  -1.3783
H  0.7603  1.9624  -0.3296
H  -0.7585  1.5754  0.3621
H  0.0798  -0.1366  1.7347
H  1.7745  -0.0212  1.0796
H  0.9728  -1.3889  1.0549
H  -1.3013  -1.5945  -1.3847
H  -1.6648  -1.8292  0.3010
H  0.7774  -0.4234  -1.3023

---

# 3
Computed, not measured: a 2-piece molecular cluster, H5NOSSi overall, with ωB97M-V/def2-TZVPD.

LUMO level = -0.19 eV
relative energy (zero: lowest compared OMol25 entry of this formula, charge and spin) = 209.8 kJ/mol
energy = -820.6877 a.u.
structure (SMILES) = N[SiH]=O.S
highest occupied orbital energy = -8.833 eV

Cartesian coordinates (Å):
N  2.1060  0.7904  -0.0542
O  -0.2157  -0.7641  0.2433
Si  0.8705  -0.2206  -0.6836
S  -3.3216  -0.2038  0.2128
H  2.9463  0.8230  -0.6351
H  2.3422  0.5257  0.9145
H  -3.9878  -0.1592  1.3783
H  1.2849  -0.7456  -1.9708
H  -2.0249  -0.0458  0.5947

---

# 4
Computed, not measured: C2H2CuF as an isolated structure, with ωB97M-V/def2-TZVPD.

LUMO level = -1.49 eV
relative energy (zero: lowest compared OMol25 entry of this formula, charge and spin) = 21.1 kJ/mol
energy = -1817.6160 a.u.
highest occupied orbital energy = -8.837 eV

Cartesian coordinates (Å):
C  0.5946  -0.1337  0.5827
H  0.4785  -0.3831  1.6458
H  1.5990  0.1130  0.2292
C  -0.4301  -0.0538  -0.2808
F  -1.6823  -0.2323  0.3776
Cu  -0.5597  0.6899  -2.5545

---

# 5
Computed, not measured: a 2-piece molecular cluster, C5H9N2S overall, with ωB97M-V/def2-TZVPD.

LUMO level = -3.93 eV
relative energy (zero: lowest compared OMol25 entry of this formula, charge and spin) = 354.5 kJ/mol
energy = -703.2371 a.u.
highest occupied orbital energy = -11.718 eV
total charge = +1

Cartesian coordinates (Å):
C  -1.8221  0.3204  0.7023
C  -1.2711  1.3717  1.4824
C  -1.1842  -0.2658  -0.3094
C  -0.0886  1.8911  1.0804
C  1.6269  -1.3432  -1.1172
N  -0.0328  0.1100  -0.9098
N  1.4630  -2.3311  -0.2943
S  0.7636  1.5101  -0.3675
H  -2.8393  -0.0297  0.9356
H  -1.6920  1.5952  2.4287
H  -1.6394  -0.9406  -1.0159
H  0.3632  2.7325  1.6109
H  2.2805  -0.5084  -0.8563
H  1.1986  -1.4223  -2.1423
H  0.8835  -3.1104  -0.6650
H  1.6193  -2.1942  0.6689
H  0.3709  2.6149  -1.2313

---

# 6
Computed, not measured: one molecule with the formula C15H24N2O, with ωB97M-V/def2-TZVPD.

LUMO level = 0.62 eV
relative energy (zero: lowest compared OMol25 entry of this formula, charge and spin) = 217.0 kJ/mol
energy = -770.6728 a.u.
structure (SMILES) = CCCCCCCCC/C(=N\O)c1ccccn1
highest occupied orbital energy = -8.895 eV

Cartesian coordinates (Å):
C  -2.6008  -0.1094  -2.3670
H  -2.1904  -0.5662  -3.2657
C  -3.6238  -1.0394  -1.7227
C  -4.2795  -0.4555  -0.4631
C  -3.6687  -0.9445  0.8527
C  -2.2136  -0.5418  1.0933
C  -2.0285  0.9660  1.2514
C  -0.6161  1.3545  1.6897
C  0.4425  1.0686  0.6282
H  0.1640  1.5594  -0.3079
H  0.5132  -0.0048  0.4483
C  1.8199  1.5757  1.0713
C  2.8464  1.2658  0.0269
N  3.2502  2.0690  -0.8765
O  2.6937  3.3449  -0.8712
H  3.1398  3.7979  -1.6000
C  3.4287  -0.0821  0.0071
N  2.9997  -0.9237  0.9450
C  3.4907  -2.1467  0.9730
C  4.4415  -2.6115  0.0765
C  4.8931  -1.7394  -0.9038
C  4.3810  -0.4565  -0.9449
H  4.6945  0.2601  -1.6856
H  5.6334  -2.0582  -1.6238
H  4.8159  -3.6211  0.1438
H  3.1014  -2.7844  1.7567
H  1.7823  2.6560  1.2237
H  2.1010  1.0786  1.9997
H  -0.6035  2.4233  1.9185
H  -0.3592  0.8167  2.6052
H  -2.2575  1.4706  0.3113
H  -2.7376  1.3270  2.0012
H  -1.5952  -0.9141  0.2773
H  -1.8722  -1.0310  2.0097
H  -4.2774  -0.5606  1.6763
H  -3.7363  -2.0355  0.8794
H  -5.3348  -0.7393  -0.4514
H  -4.2428  0.6338  -0.5046
H  -4.3997  -1.2505  -2.4625
H  -3.1468  -1.9903  -1.4759
H  -1.7787  0.1070  -1.6912
H  -3.0699  0.8314  -2.6487